The following is a DFT calculation (wB97M-V/def2-TZVPD) of C31H39I2N4O3P as an isolated structure.

For the HOMO energy, the calculation gives -0.293 hartree. The HOMO-LUMO gap is 0.2990 Eh. The molecular weight is 800.46 g mol⁻¹. Its LUMO energy is 0.2 eV. The total energy is -70369.3631 eV.

The geometry in XYZ format:
```
80
Properties=species:S:1:pos:R:3:lowdin_charge:R:1
H 1.96742 -4.75706 -0.93284 -0.040
C -2.47390 5.00805 -4.53206 -0.157
C -1.10452 -6.47252 -3.73914 -0.066
H -2.40757 -2.92136 -4.02719 0.101
H 0.32475 -5.52561 -2.44084 0.061
C 2.38224 -6.09188 0.70206 -0.062
O 0.78183 7.59679 0.59721 0.169
C -2.05897 -3.94694 -3.96242 -0.160
H -0.98031 3.81277 2.69258 0.082
H -0.35977 5.67424 -7.60549 0.101
H -3.73058 -3.45353 3.64747 0.103
H -1.49375 6.12686 -0.26990 0.086
H -0.70708 6.21396 -1.84350 0.068
H -1.66011 -0.09278 6.50877 0.103
O 0.31015 2.22719 2.47593 -0.231
C 2.61798 -7.41315 1.04249 -0.080
H -3.55954 -4.73994 -5.27871 0.098
C 2.62272 -8.37091 0.04184 -0.075
H 2.44489 2.40695 0.51980 0.055
C -3.50054 -1.12971 6.08705 -0.072
C -0.34773 3.17190 3.29313 -0.126
N -1.39848 -1.42206 4.97276 0.057
C -1.97955 -2.33862 4.20028 -0.153
C 1.19672 4.62776 0.56508 -0.148
C -1.87984 4.40786 -6.75529 -0.082
O 1.46732 5.74482 -0.34135 -0.033
H -3.36235 3.36480 -5.59241 0.101
I 4.21422 0.03559 -0.13876 0.836
C 0.40188 -1.29194 1.71897 -0.195
C 3.56079 2.22640 2.36317 -0.393
P 2.62688 0.66938 2.74056 0.974
H -1.98452 3.78039 -7.63146 0.105
H 2.06130 4.39097 2.51015 0.089
C -2.69948 -4.95829 -4.66027 -0.080
H 0.29762 4.87597 1.12217 0.103
C -3.31238 -2.70400 4.30521 -0.067
H -1.33308 -2.79941 3.46147 0.091
C 2.15848 -5.78543 -0.63131 -0.184
C -2.64631 4.17448 -5.62606 -0.075
C 0.54874 6.73771 -0.14096 -0.591
H 3.43441 2.82356 3.26429 0.071
H -0.95848 2.67491 4.04367 0.088
H 2.37176 -5.31259 1.45262 0.103
H -5.13161 -2.34135 5.38854 0.106
N 2.16044 -6.69371 -1.60765 0.046
N -1.60955 6.02116 -4.50140 0.051
N -0.99732 -4.14235 -3.18050 0.050
H 0.36402 3.82494 3.79886 0.085
C 3.06273 3.03882 1.13969 -0.286
H 0.95911 3.77217 -0.05503 0.124
C 1.56438 -1.06588 0.80575 -0.879
H 1.18690 1.75405 4.26987 0.080
H 3.93702 3.26139 0.53380 0.091
C -2.15925 -0.83550 5.89532 -0.155
H -0.68708 -7.46329 -3.62215 0.100
H 2.80247 -9.41371 0.26519 0.100
H 4.61447 2.00591 2.30804 0.042
C -0.76103 6.67081 -0.85522 0.019
H -1.13376 7.67606 -0.96126 0.085
C -4.08637 -2.08422 5.27192 -0.079
H -0.16730 -0.37567 1.80889 0.072
C 2.52397 -0.24731 1.15461 -0.926
H -0.26457 -2.00849 1.25170 0.042
H -3.05517 4.86353 -3.62733 0.102
I 1.53766 -2.14693 -1.01744 0.934
C 0.98125 1.26995 3.31510 -0.394
H -0.18464 7.05913 -5.54276 0.104
C -2.20784 -6.24863 -4.54386 -0.086
C 2.39497 4.37675 1.47864 -0.147
H -4.06957 -0.62323 6.85453 0.101
C -0.88070 6.22897 -5.59671 -0.152
C -0.53924 -5.39044 -3.08005 -0.144
H -2.67851 -7.06718 -5.07436 0.103
H 3.07482 5.20425 1.32378 0.121
H 2.38872 -8.67417 -2.07748 0.103
H 0.30766 0.45618 3.55566 0.049
H 0.68945 -1.71280 2.67697 0.079
C -0.97696 5.45742 -6.74448 -0.073
C 2.39091 -7.95916 -1.26130 -0.152
H 2.79625 -7.69302 2.07333 0.105
```

The following is a DFT calculation (wB97M-V/def2-TZVPD) of C31H40BFeNO2S as an isolated structure.

As for the spin multiplicity: 5. For the HOMO energy (alpha / beta), the calculation gives -0.184 / -0.272 hartree. For the relative energy (zero: lowest compared OMol25 entry of this formula, charge and spin), the calculation gives 51.78 kJ/mol. As for the expectation value of S²: 6.068. The HOMO-LUMO gap (alpha / beta) is 0.2007 / 0.1653 Eh. The molecular weight is 557.39 g mol⁻¹. Its LUMO energy (alpha / beta) is 0.5 / -2.9 eV. The total energy is -84274.1044 eV.

The geometry in XYZ format:
```
77
Properties=species:S:1:pos:R:3:lowdin_charge:R:1
H 2.16908 -0.78895 4.18520 0.103
H 2.78157 -1.72949 0.43479 0.048
H 0.25033 2.65869 -0.49364 0.111
C 2.01058 -3.71229 1.37657 -0.141
N -3.77212 3.38816 1.51796 -0.176
H 5.24670 1.01542 3.13993 0.080
C 2.72341 3.66848 0.01882 -0.081
C -0.33465 2.55509 0.41386 -0.010
H 3.96117 6.74073 2.79018 0.082
H 0.66549 -1.04190 0.55096 0.103
C 3.28568 0.17534 2.61786 -0.449
H 3.80360 5.53112 -0.58946 0.106
H 5.47879 5.81751 2.67249 0.082
C 3.51385 4.85574 0.20918 -0.103
H -1.17365 -4.23592 0.31016 0.122
C 0.24166 -4.17365 4.15093 -0.134
H -4.65719 3.08919 -0.38650 0.102
C 4.68443 1.10391 0.63459 -0.018
H -5.31863 4.42507 0.57735 0.089
Fe 0.70511 -4.76470 2.31798 0.329
H -4.43382 2.25774 3.15233 0.081
S 3.25674 3.82174 2.56206 1.161
C 0.91112 -6.34180 3.51971 -0.139
H -3.72455 4.59327 -0.21598 0.086
H 2.84561 -3.13347 1.73660 0.076
H -2.04586 3.42604 -0.55611 0.098
C 4.60576 0.16045 3.36836 -0.004
H 5.16581 -0.74490 3.10626 0.095
H -4.61620 4.00348 3.39178 0.100
H -0.17582 1.42981 3.59110 0.126
H 1.47919 -7.27103 3.45455 0.115
C 4.61504 6.18561 2.11034 -0.114
H 4.43992 0.12314 4.44430 0.087
C 2.07315 -5.08355 0.94275 -0.142
C 3.87701 5.05924 1.52552 -0.572
C -0.46447 -6.14691 3.08059 -0.144
C -0.87576 -4.80425 3.46940 -0.168
H 2.96151 -5.70911 0.99221 0.117
C 2.36420 -0.92212 3.11296 0.003
O 2.50606 1.34020 2.85429 -0.029
C -0.58314 1.89746 2.69778 -0.017
H 2.81500 -1.90520 2.99117 0.068
C 3.51314 0.21092 1.01358 -0.453
C -2.47455 2.94813 1.53018 -0.211
C 0.76900 -5.45732 0.44742 -0.111
C -1.65514 3.00319 0.37157 0.003
C 2.53324 3.02095 1.22284 -0.350
C 0.23112 2.02059 1.57254 -0.043
H 2.29836 3.34195 -0.92807 0.118
C -0.12657 -4.32668 0.60981 -0.121
H 0.20228 -3.20551 4.64324 0.114
C 0.15998 -1.80926 1.13182 -0.094
H -1.41114 -0.49625 1.58674 0.052
O 2.27702 0.74565 0.56034 0.046
H -1.50624 -1.99462 2.46889 0.074
H -1.97648 -1.95410 0.73640 0.086
C 0.65562 -3.16134 1.06279 -0.247
H 4.95000 6.85108 1.31676 0.079
H 3.78288 -0.95716 -0.76938 0.101
H -5.69906 3.15701 2.26256 0.089
C 3.66905 -1.11473 0.30664 0.000
C -4.39134 3.89976 0.31120 -0.061
H 4.62526 1.38816 -0.42094 0.103
H 0.52215 -6.42898 0.01388 0.122
H 2.26821 -4.96984 4.73078 0.112
H 1.38905 -0.90095 2.58928 0.077
H -1.11031 -6.88135 2.59810 0.118
H 5.62541 0.56189 0.77017 0.093
C -1.89058 2.39578 2.70460 0.002
H 4.54992 -1.64906 0.66146 0.096
C 1.34013 -5.12236 4.18500 -0.142
C -4.66953 3.19718 2.64307 -0.056
H 4.73413 2.00594 1.25040 0.062
C -1.25864 -1.57101 1.48605 -0.083
H -2.46363 2.36831 3.63274 0.100
B 1.82176 1.61391 1.60890 -0.913
H -1.85584 -4.35184 3.33938 0.109
```